Density functional theory data (ωB97M-V with the def2-TZVPD basis set) for a cluster of 16 separate species, C48H136N8O24 in total at a distorted geometry.

Output
- Frontier orbital gap: 9.07 eV
- ΔE to the lowest compared entry with this formula, charge and spin: 0.0 kcal per mole
- Electronic energy: -4154.00865 hartree

CARTESIAN COORDINATES (ANGSTROEM)
H: -17.601 -3.700 7.500
C: -24.887 -8.294 1.955
H: -19.947 -1.446 8.467
H: -22.693 -1.339 7.257
H: -25.008 -0.522 10.253
H: -22.852 -3.592 4.638
H: -18.959 -4.776 7.117
O: -20.783 -10.467 9.900
N: -24.651 -6.720 8.810
C: -26.866 -2.709 14.796
H: -23.760 -6.816 9.280
H: -29.122 -7.268 11.569
H: -21.549 -4.293 10.323
H: -28.368 -3.837 13.230
C: -20.844 -2.427 7.017
H: -23.247 -9.067 10.743
H: -21.557 1.055 11.022
H: -29.387 -9.720 7.362
C: -28.595 -4.132 3.931
H: -21.081 0.240 13.352
H: -20.769 -9.055 12.494
C: -25.079 -5.315 8.945
C: -27.262 -8.836 13.923
O: -21.163 -0.080 6.587
H: -30.710 -4.620 7.613
H: -20.506 -9.893 9.180
C: -30.086 -9.145 6.752
C: -25.788 -8.584 14.247
O: -29.925 -6.079 4.356
H: -25.327 -10.426 13.519
C: -26.342 -0.933 8.634
O: -24.279 -7.018 2.044
C: -22.575 -3.971 10.090
O: -23.105 0.259 12.852
O: -30.000 -1.364 8.134
H: -26.661 -5.557 7.515
H: -28.931 -5.931 10.383
H: -24.859 -4.536 1.723
C: -24.675 -3.012 13.489
O: -19.924 -0.274 11.074
H: -24.551 -1.736 5.412
H: -29.230 -10.501 4.859
H: -30.895 -9.794 6.420
H: -25.053 -3.767 10.510
N: -25.902 -0.868 13.498
H: -17.887 -9.380 7.312
H: -25.663 -6.786 13.076
H: -25.325 -7.344 9.238
H: -21.805 0.631 6.552
H: -30.496 -2.560 6.449
H: -22.846 -5.212 5.347
H: -28.926 -5.010 14.443
C: -28.048 -4.615 13.930
O: -22.950 -7.347 11.817
H: -27.771 -2.070 14.840
H: -26.622 -2.642 12.640
H: -23.870 -11.767 10.323
H: -20.693 -7.165 8.347
C: -21.769 -7.933 6.627
H: -25.130 -8.465 0.904
C: -21.939 -11.191 9.493
H: -17.281 -5.213 6.544
H: -22.731 -11.125 11.503
H: -23.138 -6.474 11.435
H: -31.864 -8.638 9.983
H: -22.674 -9.072 8.038
H: -31.006 -6.828 9.199
H: -18.927 -7.587 10.747
H: -25.517 -8.794 6.192
H: -18.067 -3.997 9.792
N: -22.945 -8.602 7.182
H: -20.006 -2.411 6.300
H: -17.245 -7.643 10.053
H: -29.841 -6.994 4.651
C: -21.079 -8.302 13.238
C: -26.388 -1.445 7.185
H: -30.332 -0.608 7.632
H: -26.903 -1.369 10.502
C: -28.659 -5.493 4.641
C: -24.932 -0.887 9.222
O: -20.346 -2.315 8.350
C: -17.883 -7.289 10.859
H: -24.272 -0.235 8.644
H: -20.972 -6.673 11.876
O: -23.385 -4.999 10.660
H: -25.425 -9.089 10.364
H: -30.327 -3.543 4.487
H: -26.487 -8.027 4.884
N: -26.503 -10.767 4.789
H: -30.874 -5.122 11.149
H: -27.836 -6.083 4.225
H: -27.581 -3.723 3.962
N: -18.705 -5.495 12.158
H: -18.756 -4.505 12.346
H: -26.791 -4.109 8.624
H: -18.252 -6.010 12.901
C: -21.829 -1.345 6.585
C: -30.634 -2.517 7.535
H: -26.996 -7.910 6.578
H: -20.185 -7.914 13.743
H: -25.971 -1.241 4.503
H: -22.177 -1.611 5.583
H: -24.324 -6.992 14.224
C: -21.289 -6.773 7.520
H: -27.961 -8.178 14.467
C: -24.476 -6.420 3.327
H: -18.615 -10.747 8.155
C: -26.052 -2.337 13.528
C: -21.313 -0.002 11.247
O: -21.891 -8.903 14.233
H: -23.916 -3.363 2.241
O: -30.487 -3.853 9.508
H: -24.074 -2.648 14.336
H: -22.839 -3.039 10.621
C: -20.626 -8.922 6.336
H: -21.846 -1.327 12.912
H: -24.340 -4.234 5.302
H: -26.721 0.099 8.522
C: -28.635 -9.585 4.951
C: -27.425 -10.887 10.449
N: -24.983 -9.487 13.399
H: -18.795 -10.570 6.337
H: -27.403 -8.646 12.852
H: -27.749 -11.777 15.317
H: -27.663 -9.421 8.792
H: -16.791 -5.472 11.162
C: -30.147 -3.833 8.125
H: -19.897 -8.464 5.652
C: -21.786 -0.265 12.676
C: -26.528 -8.561 5.841
H: -28.830 -4.301 2.876
C: -24.787 -4.830 10.362
O: -29.425 -8.608 5.615
H: -22.082 -7.510 5.667
O: -27.651 -10.210 14.085
H: -25.177 -9.206 12.446
C: -23.753 -5.064 3.359
H: -25.807 -8.330 2.557
C: -25.216 -0.880 5.210
H: -31.717 -2.482 7.731
H: -29.071 -3.990 7.975
H: -27.180 -5.754 9.195
H: -19.357 -5.277 9.543
H: -24.191 -2.775 12.540
H: -29.988 -3.137 9.916
C: -27.547 -10.710 15.415
H: -24.220 -9.105 2.288
H: -30.479 -8.330 7.360
H: -17.525 -7.762 11.776
H: -26.721 -10.654 3.811
O: -30.980 -8.589 10.357
H: -24.533 -1.904 9.262
C: -21.727 -7.088 12.553
H: -28.459 -9.185 3.943
C: -27.285 -9.862 5.632
H: -25.311 -5.464 11.094
C: -23.101 -11.009 10.472
H: -25.822 -2.377 7.039
H: -28.178 -10.376 11.062
C: -18.744 -10.071 7.310
H: -24.762 -4.094 13.635
C: -18.278 -5.072 9.668
C: -25.396 -7.124 14.079
O: -26.326 -8.778 10.178
H: -23.061 1.212 12.982
N: -27.109 -1.748 9.589
H: -27.407 -10.333 6.615
H: -28.489 -5.330 5.721
H: -25.591 -8.856 15.292
O: -19.939 -9.316 7.526
H: -27.428 -1.661 6.878
H: -28.085 -1.637 9.354
H: -19.629 0.157 10.269
O: -29.460 -3.134 4.467
H: -26.569 -11.175 11.062
C: -17.883 -4.748 7.328
H: -22.150 -6.249 7.935
H: -22.740 -9.128 13.833
H: -25.515 -10.560 4.894
C: -26.898 -9.866 9.441
H: -28.265 -10.226 16.078
H: -22.300 -10.888 8.505
O: -27.158 -4.078 14.912
C: -29.642 -6.596 10.885
O: -17.592 -5.546 8.479
H: -26.129 -10.317 8.803
H: -27.570 -5.438 13.388
C: -17.821 -5.802 10.976
O: -23.780 -9.748 10.311
H: -21.954 -6.362 13.348
O: -25.782 -0.412 6.405
C: -23.437 -4.511 4.753
H: -20.617 -6.081 6.992
O: -30.519 -5.827 11.691
H: -25.172 -0.588 12.862
H: -22.772 -3.933 9.013
H: -24.464 -4.656 8.303
C: -30.326 -7.438 9.813
H: -21.365 -3.386 6.951
H: -23.636 -7.894 7.419
H: -22.776 -5.296 2.907
H: -28.853 -11.997 9.677
H: -29.540 -7.751 9.117
H: -26.238 -2.484 15.662
H: -24.628 -0.051 4.815
H: -25.557 -6.297 3.490
H: -25.583 -0.587 14.414
H: -21.041 -9.787 5.783
H: -26.561 -10.529 15.855
C: -26.537 -5.167 8.524
H: -21.951 -0.585 10.569
H: -25.927 -6.458 14.775
N: -24.531 -4.093 2.571
O: -27.927 -12.100 9.900
H: -24.133 -7.100 4.125
H: -21.692 -12.256 9.412

Cartesian forces, eV/Å:
0.0822 -0.1269 -0.1443
-0.0318 -0.0162 -0.0835
-0.0774 -0.0408 -0.1522
0.0227 0.0555 0.0220
0.2403 0.0939 -0.1403
-0.0055 -0.1007 -0.0159
0.1548 -0.0205 -0.2094
-0.5544 -0.2135 0.4173
0.1140 1.0151 -0.5943
0.3700 0.3513 -0.6024
0.0177 -0.2683 0.1563
0.1609 0.0134 -0.0989
-0.2277 0.5059 -0.3608
-0.0457 -0.1786 -0.0355
0.1938 0.4509 -0.1341
0.1126 0.4581 0.2623
0.2897 -0.2219 0.1229
-0.0634 -0.0308 0.0796
0.2505 -0.2917 -0.0793
-0.1137 -0.3308 0.0515
-0.0110 0.1890 0.0269
0.1855 -0.3842 0.0630
-0.4306 -0.1711 0.0141
0.1964 -0.4350 0.1360
0.1569 -0.0563 0.2038
0.0150 0.1891 -0.3994
0.0894 0.0716 -0.0943
-0.1405 -0.5109 0.3363
0.5512 0.2118 0.2182
-0.1776 -0.2664 -0.0938
0.3465 0.0344 -0.0202
-0.0555 0.1838 0.4146
-0.1276 -0.6867 0.8270
0.1149 -0.1461 -0.0873
-0.2042 -0.6875 -0.5022
-0.0635 0.1945 -0.1148
0.1048 -0.1502 0.0542
-0.0952 -0.2244 -0.0642
-0.5219 -0.2458 0.6619
-0.4879 -0.1134 0.3661
-0.0025 0.1765 -0.0802
0.1411 -0.1033 -0.1017
-0.1575 -0.1285 0.0897
-0.0982 -0.3593 -0.0231
-0.8201 -0.4283 0.1252
-0.1316 -0.1459 -0.1444
0.1640 0.0241 -0.1860
-0.1315 -0.0467 0.1516
-0.1925 0.0330 -0.0263
0.2512 0.2925 0.1750
-0.0668 -0.0333 -0.0497
-0.0510 0.0096 -0.0816
-0.0070 0.2815 0.3109
0.9281 -0.6993 0.5243
0.2165 -0.2948 -0.0560
0.0359 0.0276 0.0752
0.0905 -0.1397 -0.2037
-0.1446 -0.0309 0.1293
0.2615 0.1846 0.3377
-0.0235 -0.0135 0.1198
-0.3427 -0.0574 0.1220
-0.2722 0.3348 -0.1712
-0.0769 0.1661 -0.2009
-0.1856 0.0004 -0.2202
0.0247 -0.0211 0.1340
-0.2844 0.1348 0.1546
-0.0775 0.0086 0.3517
0.0698 -0.1758 -0.3092
-0.0270 0.1809 -0.0800
-0.3828 -0.1705 -0.1265
0.5401 -0.3548 -0.4210
-0.1453 -0.1640 0.1305
-0.2019 -0.1466 -0.2132
-0.3404 -0.2751 0.2077
-0.6254 0.1120 -0.4489
0.1993 0.0031 0.3280
0.2261 -0.0310 0.2781
-0.4485 -0.0340 0.2732
0.0061 1.2370 -0.3865
-0.2062 0.1343 -0.3198
-0.4166 0.0002 -0.2633
0.2385 -0.5733 -0.0769
-0.0015 -0.0820 0.1279
-0.0917 0.1182 0.1329
-0.7078 0.2836 -0.2768
0.2819 0.0242 0.1150
-0.3607 -0.0320 -0.0577
0.1782 0.0342 0.1404
-0.0563 -0.3137 0.0997
-0.0509 0.2613 -0.3603
-0.0244 -0.1721 0.1401
-0.0508 -0.0920 0.1759
0.5381 -0.1358 -1.6478
0.2418 0.1277 0.3260
-0.3124 -0.1096 -0.2284
-0.2690 0.4371 0.4848
0.2010 -0.0899 0.4195
-0.4085 -0.2359 -0.2381
-0.0794 0.0546 0.0555
-0.1221 -0.1462 -0.1342
0.0130 0.2441 -0.1121
-0.0065 0.0948 -0.0831
-0.0099 -0.0590 -0.0692
0.4747 -0.1972 -0.0683
0.2264 -0.0973 0.1367
-0.0532 -0.0042 0.2530
-0.1459 -0.1986 -0.2277
0.2450 0.2294 0.1486
-0.6284 0.3394 -0.3265
0.2389 0.2383 -0.0083
0.0756 0.2720 0.0994
0.2220 -0.3415 0.0641
-0.0089 0.0825 -0.3154
0.3725 -0.0336 -0.5370
0.0195 0.1087 -0.4549
0.1194 0.0602 -0.0261
-0.0695 -0.1536 -0.0010
0.0051 -0.1271 0.3435
-0.0585 -0.1816 0.1337
-0.1663 0.1936 -0.1249
0.5318 0.9399 0.4580
0.0876 -0.2726 0.2951
-0.0060 0.0573 0.0681
0.0435 0.0987 0.3273
-0.0704 -0.2907 0.1845
0.0257 -0.0845 0.0057
-0.2178 0.9261 0.0219
-0.0454 0.1969 0.1250
0.3984 0.5949 -0.0052
-0.0237 0.1006 0.0449
-0.0641 -0.0153 -0.0683
0.0925 0.0704 0.3449
0.1959 0.0864 0.1679
0.1514 -0.1305 -0.1334
0.3871 0.4453 0.2175
0.1577 -0.2076 -0.2638
0.2043 -0.6538 -0.1313
0.0870 -0.0360 -0.1847
0.1767 -0.3360 0.1277
0.1867 0.1007 0.0248
-0.1229 0.0332 0.0053
0.1137 0.1111 -0.1133
0.1560 0.3921 0.0141
0.1887 -0.1245 0.0844
-0.0487 0.0360 0.1208
-0.0182 0.2821 -0.5210
-0.0581 0.2790 0.0765
0.0085 -0.0595 -0.3063
0.0325 0.0226 0.0566
-0.0860 0.0874 -0.2044
0.1124 0.3572 -0.2768
0.1101 0.0658 -0.0835
0.0534 -0.2442 0.2206
0.0913 -0.0747 0.1180
0.1313 0.4499 -0.1820
-0.0302 0.2499 -0.1378
0.0979 0.1170 0.1805
0.0467 0.0023 0.2445
0.1669 -0.2245 0.1445
0.0071 0.8589 -0.1588
0.0508 -0.0056 -0.3195
0.0276 -0.5331 0.1589
-0.2884 0.0908 -0.0599
-0.2944 -0.2705 -0.1554
0.0872 -0.0778 -0.0588
0.1255 0.0601 -1.0930
-0.2427 -0.0964 -0.1888
-0.1264 -0.2612 -0.2088
0.0006 0.0363 -0.1443
-0.5247 -0.1442 -0.1337
0.2229 0.2679 -0.0285
-0.3521 0.0413 0.3404
0.0003 0.0908 -0.0359
0.2188 -0.3823 0.0915
-0.1445 0.0678 0.2177
0.1381 -0.4693 0.9552
0.0835 0.1980 -0.1535
-0.4621 -0.1011 -0.0685
-0.0642 -0.1348 0.0420
0.0864 0.2318 -0.0494
-0.2724 -0.0482 0.0275
0.1832 0.0299 -0.0434
-0.0317 -0.3227 -0.2504
-0.5013 0.0429 -0.0137
-0.3027 0.3851 1.0986
-0.0916 -0.0443 -0.0578
0.0080 0.2146 -0.0042
-0.2449 0.7985 -0.2507
0.5541 -0.4304 -0.0384
0.0810 0.0301 -0.1790
-0.3979 -0.3372 0.3711
-0.3145 0.0655 -0.2111
-0.3303 -0.0627 -0.0195
0.0226 -0.4534 0.2719
0.2376 -0.0645 -0.1018
0.4074 0.3909 0.1807
-0.1938 -0.4832 -0.1966
0.2399 0.1626 -0.0100
0.1777 -0.0114 0.0298
-0.0946 -0.1163 0.1989
-0.0698 0.1460 -0.1585
-0.1396 0.1136 -0.0019
0.1340 -0.1904 0.1176
-0.0884 0.1084 0.0773
-0.1374 -0.1475 -0.2786
0.0292 0.1947 0.0152
0.1207 0.2401 0.1494
0.1121 0.0565 0.4604
0.0333 -0.2922 -0.1291
0.4549 0.0276 0.6934
0.2552 -0.1590 -0.0994
0.0931 -0.3257 -0.0307
0.2089 -0.1451 0.1901
0.2301 0.1809 -0.1943
0.2193 0.2108 -0.1459
-0.0234 0.0045 0.1823

Mulliken atomic charge list, values in e, 5 entries:
1 H 0.304
2 C -0.478
3 H 0.168
4 H -0.530
5 H 0.606